This record from the Open Molecules 2025 dataset describes an isolated molecule of C2H7N5 at a distorted geometry. The level of theory is ωB97M-V with the def2-TZVPD basis set.

Calculated values
HOMO energy: -8.84 eV
Energy above the lowest of the compared OMol25 structures with the same formula, charge and spin: 225.4 kJ/mol
SMILES string: [H]/N=C(NN)/C(N)=N\[H]
Kohn-Sham gap: 9.4 eV

Geometry (Å):
H: 1.87140 1.88151 0.96304
N: 0.86640 1.71543 0.92174
C: 0.53575 0.66362 0.32577
N: 1.20219 -0.13679 -0.49338
N: 0.73255 -1.37936 -0.92469
C: -1.13275 0.26234 0.46233
N: -1.78782 0.03288 -0.68942
N: -1.68315 0.28439 1.58689
H: -1.07417 0.47889 2.37635
H: 2.39977 -0.10380 -0.22633
H: 1.11927 -1.58230 -1.84078
H: 1.00768 -2.11071 -0.27018
H: -2.77463 -0.16974 -0.63510
H: -1.28248 0.16364 -1.55623

Atomic partial charges in e from the Löwdin method, atoms 1 to 8:
1 H 0.038
2 N 0.111
3 C -0.437
4 N -0.105
5 N 0.001
6 C -0.451
7 N 0.101
8 N 0.098